12
Properties=species:S:1:pos:R:3:forces:R:3 method="wB97M-V/def2-TZVPD" gap_ev=8.3 homo_energy_ev=-9.80 relative_energy_ev=3.1018
C 1.71473 -0.25866 -0.18810 2.7149 0.5837 0.7653
C -1.35433 -0.78661 -0.02282 0.0658 -2.5472 0.0154
C -1.07378 0.62131 0.17674 1.5298 3.2296 -2.3414
N 1.17065 0.85342 0.04455 -4.8545 1.2673 0.4841
O 1.39844 -1.26897 -0.66683 -0.3912 -2.3894 -0.6861
F -1.25258 1.25164 -0.98518 -0.1082 0.2775 1.0482
F -1.49630 1.42427 1.15571 1.0177 -1.9396 -1.0139
Cl 3.57033 -0.00976 0.51418 -0.3331 -0.4596 -0.4641
H -2.44067 -0.98690 0.13524 0.6179 0.4035 0.2670
H -0.75284 -1.42141 0.68311 -0.6728 0.4666 -0.8164
H -1.17036 -1.08557 -1.12788 0.1526 0.7303 2.1379
H 1.68670 1.66725 0.28127 0.2611 0.3773 0.6039

---

18
Properties=species:S:1:pos:R:3:forces:R:3 method="wB97M-V/def2-TZVPD" smiles=NCCCCN gap_ev=9.9 homo_energy_ev=-8.84 relative_energy_ev=0.5522
N 1.11930 1.66894 -1.10894 0.1247 -0.4142 -0.2835
C -0.17167 1.02909 -1.29772 -0.2775 -0.4255 0.9414
C -0.11720 -0.49694 -1.07481 0.0697 0.2331 -0.3064
C 0.66933 -0.91936 0.16448 -0.6515 -0.8516 -0.0341
C 0.02885 -0.46321 1.46433 -0.2430 0.1977 -0.1433
N -1.21877 -1.15501 1.72121 0.0589 -0.7429 0.2260
H 1.43017 2.19689 -1.90330 0.0332 0.2681 0.0857
H 1.21770 2.16540 -0.24160 -0.0014 0.2139 -0.0717
H -0.88172 1.37112 -0.53258 0.0439 0.3580 -0.1924
H -0.60990 1.29722 -2.25761 0.0420 -0.1485 -0.1093
H 0.25745 -1.02742 -1.95524 0.1827 0.1485 0.0330
H -1.14038 -0.86624 -0.93848 -0.0342 0.0655 -0.1307
H 0.60388 -2.01177 0.15882 0.1631 -0.0509 0.2188
H 1.71965 -0.68550 0.14390 0.3527 0.4772 -0.2576
H -0.14259 0.62042 1.45156 0.4012 0.1390 0.1129
H 0.65371 -0.72234 2.31750 0.3269 0.2331 -0.1003
H -2.01324 -0.86579 1.17817 -0.0965 0.2643 0.0546
H -1.40455 -1.13553 2.71031 -0.4948 0.0350 -0.0431

---

18
Properties=species:S:1:pos:R:3:forces:R:3 method="wB97M-V/def2-TZVPD" smiles="[NH3+][C@](O)(F)[C@H]1C=CC(Cl)=C1" gap_ev=8.9 total_charge=+1 homo_energy_ev=-12.62 relative_energy_ev=0.0295
N -1.01454 -0.29797 1.21191 -3.4764 0.9251 -0.7946
C -1.11119 -0.52392 -0.33435 3.3949 -0.5330 0.5349
O -2.10032 0.30011 -0.74653 0.4898 -0.6053 0.6754
F -1.39540 -1.85127 -0.45568 -0.2968 0.7335 0.0723
C 0.37636 -0.25178 -0.87737 -0.8494 0.6412 0.0485
C 0.77950 1.14941 -0.58247 1.6101 1.2776 0.8423
C 2.07585 1.18066 -0.13972 -1.9385 -0.3706 -0.8995
C 2.64014 -0.10872 -0.21903 -2.0503 -2.1366 -1.0668
Cl 4.25541 -0.52715 -0.03924 0.5809 0.0600 0.2771
C 1.65892 -0.96022 -0.61339 1.2602 -1.9176 1.9847
H -2.00048 -0.63908 1.51211 2.2019 0.4040 0.2588
H -0.99345 0.73706 1.36688 0.0829 -0.9082 -0.1037
H -0.21197 -0.71561 1.67334 -0.0233 -0.5430 -0.0231
H -2.00874 0.55713 -1.66947 0.0715 -0.0218 -0.3023
H 0.32838 -0.45540 -1.92102 -0.5127 0.2794 -1.5209
H 0.17786 2.02750 -0.70816 -0.3704 0.1750 0.0073
H 2.76920 1.85297 0.20685 0.6215 2.7395 0.5327
H 1.93267 -2.00721 -0.63631 -0.7960 -0.1992 -0.5230

---

59
Properties=species:S:1:pos:R:3:forces:R:3 method="wB97M-V/def2-TZVPD" multiplicity=5 gap_ev="6.0 / 5.8" total_charge=-2 homo_energy_ev="-1.83 / -1.62" s2=6.01 relative_energy_ev=0.0000
Fe -0.41841 -0.55375 1.43547 0.0551 0.0464 0.0454
O -2.75193 -6.31331 2.47970 0.0103 0.0205 -0.0082
C -2.30452 -5.03622 2.23564 -0.0149 -0.0386 0.0113
C -1.65455 -4.71220 1.05443 0.0065 0.0047 -0.0099
C -1.23258 -3.40673 0.88472 -0.0160 -0.0017 0.0057
N -1.43227 -2.47436 1.80923 0.0427 -0.0160 -0.1534
C -2.05466 -2.78404 2.94143 -0.0032 0.0002 0.0666
C -2.51607 -4.06520 3.19892 0.0094 0.0067 -0.0131
C -2.24050 -1.64001 3.95012 -0.0533 -0.0026 -0.1205
O -2.85707 -1.90197 4.98924 -0.0061 -0.0196 0.0609
O -1.74981 -0.54822 3.56604 0.0348 0.0655 0.0194
C -0.50437 -2.94814 -0.38258 -0.0556 -0.0455 0.0679
O -0.31581 -3.78208 -1.27125 0.0204 0.0330 -0.0213
O -0.18190 -1.72276 -0.36941 0.0002 -0.0345 0.0313
H -2.50630 -6.85351 1.72201 -0.0020 -0.0031 0.0007
H -1.46080 -5.43140 0.26722 0.0016 0.0045 -0.0056
H -3.01638 -4.27387 4.13314 -0.0021 0.0125 0.0037
C -0.23796 3.54735 1.47519 0.0494 0.0164 0.0164
C -1.22975 2.49520 1.94921 0.0080 0.0839 -0.0677
C -2.26386 3.07998 2.90591 -0.0003 0.0004 -0.0422
O -0.46484 1.50231 2.62040 0.0701 -0.0696 0.0117
C -1.96709 1.90754 0.71496 -0.1680 -0.1136 0.0850
O -2.58290 2.70560 -0.00890 0.0513 0.0580 -0.0427
O -1.89572 0.65514 0.55937 0.0189 -0.0172 0.0051
H 0.23964 4.01788 2.33877 -0.0006 0.0175 -0.0061
H -0.74677 4.29534 0.86897 -0.0274 0.0125 0.0112
H 0.53444 3.06267 0.87513 -0.0135 -0.0128 0.0296
H -1.76130 3.55083 3.75510 0.0065 -0.0010 0.0035
H -2.91114 2.28350 3.28130 -0.0042 0.0163 -0.0006
H -2.87592 3.81599 2.38432 0.0062 -0.0093 0.0034
H -1.03869 0.99315 3.22957 -0.0060 -0.0201 0.0063
O 1.04458 0.76357 -0.06878 -0.1031 0.1297 0.0504
S 1.68303 -0.00353 -1.16953 0.1722 -0.2452 -0.0070
C 2.87514 1.16411 -1.86739 -0.0298 0.0787 0.0150
C 3.98848 0.69356 -2.54370 0.0007 0.0024 0.0005
C 4.90389 1.59716 -3.06843 0.0060 -0.0019 -0.0065
C 4.70713 2.96001 -2.89847 0.0101 0.0004 -0.0044
C 3.59819 3.42110 -2.19788 -0.0235 0.0044 0.0127
C 2.67966 2.52378 -1.67615 0.0351 -0.0176 -0.0174
C 0.57188 0.07637 -2.58055 0.0248 -0.0317 -0.0705
C -0.63096 0.73696 -2.43830 -0.1057 0.0489 0.0216
C -1.50104 0.78286 -3.52194 0.0321 0.0255 0.0720
C -1.16471 0.16736 -4.71715 0.0252 -0.0266 -0.0361
C 0.04397 -0.51332 -4.83579 -0.0371 0.0175 -0.0158
C 0.91559 -0.56594 -3.76156 -0.0140 0.0198 0.0213
H 4.14494 -0.37400 -2.64703 -0.0074 -0.0041 0.0008
H 5.77759 1.23528 -3.59698 0.0011 0.0008 -0.0023
H 5.42481 3.66463 -3.30131 0.0018 0.0020 0.0000
H 3.45053 4.48455 -2.05464 0.0038 0.0029 -0.0002
H 1.81502 2.84921 -1.11037 0.0002 0.0119 -0.0072
H -0.91280 1.16914 -1.48620 0.0133 -0.0156 0.0013
H -2.44763 1.29418 -3.40197 -0.0136 -0.0145 -0.0194
H -1.85091 0.19717 -5.55567 0.0016 -0.0024 -0.0007
H 0.29841 -1.01848 -5.75994 -0.0078 0.0033 -0.0057
H 1.84568 -1.11738 -3.83809 -0.0020 -0.0018 0.0207
F 2.22085 -0.31999 3.07129 -0.0224 0.0209 0.0185
C 1.39240 -1.24431 2.44848 -0.0254 0.0356 -0.0461
F 1.24828 -2.22167 3.43196 0.0069 -0.0168 0.0067
F 2.27774 -1.86712 1.55272 0.0382 -0.0203 0.0041

---

46
Properties=species:S:1:pos:R:3:forces:R:3 method="wB97M-V/def2-TZVPD" smiles="C=CCCCCCCCCCCCc1ccco1" gap_ev=9.5 homo_energy_ev=-8.41 relative_energy_ev=0.0703
C 1.99643 -1.64247 7.21269 0.0781 0.0246 0.1820
C 0.89408 -2.05550 6.61585 0.0198 -0.1195 -0.2176
C 0.73539 -2.19733 5.13665 -0.2145 0.1635 0.0989
C -0.35685 -1.26265 4.60816 0.2500 -0.2219 -0.2946
C -0.47790 -1.32782 3.08764 -0.2312 0.3180 0.2641
C -1.52467 -0.34762 2.56370 0.0379 -0.2791 -0.2141
C -1.63942 -0.33505 1.03902 0.2067 0.1517 0.2017
C -0.34795 0.11402 0.35476 -0.2571 0.1192 -0.1493
C -0.54977 0.56014 -1.09204 0.1291 -0.3174 0.1214
C -1.08916 -0.54173 -2.00354 -0.0415 0.3506 -0.1285
C -0.96155 -0.15832 -3.48025 0.1250 -0.2522 0.1464
C 0.44309 -0.41718 -4.02614 -0.2270 0.1271 -0.1335
C 0.72469 0.38716 -5.30400 0.2901 0.0322 0.3935
C 0.86183 1.83853 -4.99637 -0.8159 0.0542 -0.5578
C 0.02947 2.89912 -5.19822 0.3112 -0.5027 -0.0016
C 0.68212 4.03044 -4.64625 0.4894 0.0005 0.2726
C 1.85886 3.57220 -4.14742 -0.3854 0.8134 -0.0166
O 1.97761 2.24848 -4.35363 0.2462 -0.4530 0.0610
H 2.06661 -1.54096 8.28231 -0.0505 0.0155 0.2141
H 2.88265 -1.39245 6.65210 0.1602 0.0350 -0.1794
H 0.01630 -2.29678 7.20074 -0.1047 -0.0243 0.1831
H 0.46450 -3.23043 4.89695 0.0520 -0.0096 -0.0672
H 1.68103 -1.97006 4.64074 0.0416 -0.0538 -0.0311
H -1.31375 -1.52475 5.06548 -0.0606 0.0532 0.0570
H -0.11795 -0.23837 4.90589 -0.0522 0.0229 0.0426
H -0.74339 -2.34320 2.78388 0.0441 -0.0816 -0.0750
H 0.49389 -1.09233 2.65037 0.0682 -0.0663 -0.0493
H -2.49713 -0.60672 2.99120 -0.0141 0.0599 0.0764
H -1.27297 0.65877 2.90931 -0.0351 0.0526 0.0378
H -2.44359 0.35022 0.76095 -0.0851 -0.0142 -0.0933
H -1.91555 -1.33099 0.68833 -0.1135 -0.0413 -0.0566
H 0.38002 -0.69877 0.37369 0.1183 0.0025 0.0435
H 0.07412 0.95194 0.91662 0.0837 -0.0248 0.0745
H -1.23632 1.40975 -1.11718 -0.0021 0.0846 -0.0404
H 0.41104 0.90870 -1.47880 0.0039 0.0945 -0.0681
H -2.13753 -0.72274 -1.76386 -0.0323 -0.1093 0.0608
H -0.54248 -1.46980 -1.82292 -0.0032 -0.1329 0.0536
H -1.68140 -0.72569 -4.07429 -0.0347 0.0495 -0.0835
H -1.20424 0.90061 -3.59233 -0.0689 0.0401 -0.0232
H 0.56213 -1.48192 -4.23449 0.0431 -0.0435 0.0548
H 1.18892 -0.14142 -3.27897 0.0720 -0.0571 0.0397
H 1.65341 0.03040 -5.75380 -0.0354 -0.0041 -0.1296
H -0.08681 0.24886 -6.01917 0.0366 0.0390 -0.0570
H -0.92492 2.88187 -5.68360 -0.1976 -0.1052 -0.1194
H 0.31954 5.03761 -4.62556 0.0048 0.2364 0.0451
H 2.66759 4.06423 -3.64420 0.1507 -0.0270 0.0618

---

8
Properties=species:S:1:pos:R:3:forces:R:3 method="wB97M-V/def2-TZVPD" smiles="S=C(S)NS" gap_ev=8.9 homo_energy_ev=-8.75 relative_energy_ev=0.5506
S 0.44810 -2.60402 0.09549 -0.3219 -0.1341 -0.0831
C 0.55205 -0.98644 -0.03417 1.9927 -1.6450 -0.3725
S 2.14380 -0.11250 0.01133 -2.0384 2.3666 0.6725
N -0.42930 -0.12386 -0.23954 -0.0380 2.8045 1.8863
S -2.11410 -0.57360 0.01458 1.0733 -0.0780 0.0210
H 2.93010 -1.04376 -0.29107 1.3277 -2.3140 -0.5352
H -0.11011 0.76479 0.29446 -1.3816 -1.3432 -1.4703
H -2.38498 0.70652 -0.18209 -0.6138 0.3432 -0.1186

---

60
Properties=species:S:1:pos:R:3:forces:R:3 method="wB97M-V/def2-TZVPD" smiles="Cc1noc(C)c1CCC(=O)N1CCC[C@@H](CCC(=O)NCc2ccc(F)c(F)c2)C1" gap_ev=9.5 homo_energy_ev=-9.08 relative_energy_ev=0.0000
C -1.94723 1.64867 -5.17399 -0.0084 0.1222 0.0327
C -2.36935 1.99595 -3.79322 -0.2088 0.1777 0.5853
N -2.87956 3.16507 -3.50813 0.1518 0.1859 -1.1498
O -3.17200 3.16908 -2.18395 -0.0610 -0.2225 0.7185
C -2.83869 1.98377 -1.64723 0.3920 -0.5467 -0.5529
C -3.08822 1.76569 -0.20332 -0.0792 0.0924 -0.0638
C -2.31405 1.18052 -2.62659 -0.3149 0.4267 0.4873
C -1.78190 -0.20854 -2.51803 0.1460 0.1361 0.0432
C -0.24644 -0.21203 -2.53321 -0.2772 -0.1741 0.1133
C 0.31384 0.30417 -1.22152 0.2382 0.1304 -0.4722
O -0.30920 0.18568 -0.17165 -0.3251 -0.2115 0.2495
N 1.51118 0.92488 -1.24460 -0.0318 0.3313 0.1578
C 2.53006 0.82936 -2.26551 0.2385 -0.3031 -0.3663
C 3.63759 -0.13122 -1.81321 0.0672 0.2752 -0.0104
C 4.19159 0.26847 -0.44495 -0.2601 -0.2903 0.0122
C 3.04347 0.37306 0.56180 0.3565 0.3109 0.0287
C 3.51521 0.71920 1.97323 -0.2172 -0.1395 -0.1624
C 2.39934 0.61362 3.02273 0.2173 -0.1251 0.0880
C 1.87046 -0.81044 3.11619 -0.1118 0.5333 -0.0818
O 2.37624 -1.64797 3.83606 0.3388 -0.2426 0.2799
N 0.81559 -1.07605 2.31603 -0.3341 -0.0748 -0.1696
C 0.20566 -2.38793 2.26337 0.0412 -0.0985 0.0231
C -1.24413 -2.32877 2.66741 -0.0237 -0.0705 0.0234
C -1.68905 -2.90331 3.84962 0.0497 0.0325 -0.1150
C -3.02309 -2.83258 4.21179 -0.2021 0.1316 -0.1547
C -3.92071 -2.17957 3.38746 0.0517 -0.0240 0.0464
F -5.21855 -2.11429 3.73407 0.1222 0.0619 -0.1471
C -3.47989 -1.59348 2.20768 0.0634 -0.0286 0.0267
F -4.35172 -0.95702 1.40222 -0.0176 -0.1052 0.1765
C -2.14892 -1.66438 1.84727 -0.2391 -0.0825 0.1714
C 2.05289 1.40348 0.01307 -0.1827 -0.2708 0.4462
H -0.86024 1.63284 -5.25045 0.0565 -0.0341 -0.0659
H -2.32437 0.66474 -5.44733 -0.0038 -0.0445 -0.0847
H -2.33268 2.39203 -5.86528 0.0009 0.0036 -0.1055
H -2.21101 1.31591 0.25585 -0.0271 0.0094 0.0493
H -3.31041 2.71558 0.27432 -0.0322 0.0476 0.0874
H -3.93320 1.09349 -0.06167 -0.0512 -0.0032 0.0650
H -2.13793 -0.66186 -1.59279 0.0028 -0.1101 -0.0792
H -2.14480 -0.80260 -3.36001 0.0080 -0.0694 0.0708
H 0.10137 0.39844 -3.36504 0.0654 -0.0784 -0.0126
H 0.11782 -1.23395 -2.67387 0.0986 0.0136 -0.0532
H 2.95074 1.82980 -2.41679 -0.0475 -0.0533 -0.0654
H 2.10937 0.48789 -3.20940 -0.0167 0.0934 0.0445
H 4.43340 -0.13443 -2.55908 -0.0010 -0.0552 -0.0614
H 3.22623 -1.14147 -1.75228 -0.0069 -0.0523 -0.0488
H 4.70390 1.23069 -0.51895 0.0777 0.0760 0.0268
H 4.91859 -0.47409 -0.11248 0.0718 0.0296 0.0321
H 2.54023 -0.59873 0.59650 -0.0333 0.0507 -0.0575
H 3.92288 1.73275 1.98560 0.0813 0.0263 0.0157
H 4.31503 0.03146 2.25511 0.0745 0.0490 0.0182
H 1.58778 1.30563 2.79990 -0.0415 0.0496 0.0221
H 2.81700 0.86969 3.99719 -0.1293 -0.0226 -0.0068
H 0.42320 -0.38068 1.69382 0.1695 0.0916 0.0618
H 0.28411 -2.78213 1.24263 0.0428 -0.0333 0.1201
H 0.77414 -3.02711 2.94264 -0.0918 0.0329 -0.1664
H -0.98789 -3.40933 4.49470 0.0913 -0.0615 0.0744
H -3.38130 -3.27688 5.12661 -0.0789 -0.0368 0.0907
H -1.82009 -1.19087 0.93490 -0.0095 0.0724 -0.1755
H 2.55963 2.35628 -0.16672 0.0238 -0.0015 0.0083
H 1.21807 1.57379 0.69149 0.1267 0.0730 -0.0687

---

13
Properties=species:S:1:pos:R:3:forces:R:3 method="wB97M-V/def2-TZVPD" smiles="CCC=O.C#N" gap_ev=11.1 homo_energy_ev=-10.45 relative_energy_ev=1.6633
C -1.75678 0.69037 0.15415 -0.0922 0.0107 0.0152
C -0.30846 0.55288 -0.33750 0.1317 -0.0368 0.0480
C -0.11152 -0.79288 -0.98245 0.1502 -0.2725 0.1149
O 0.55663 -1.70383 -0.54108 -0.3435 0.4529 -0.2237
H -2.47307 0.34210 -0.59892 0.1057 0.0698 0.0755
H -1.91281 0.10360 1.06373 0.0132 0.0500 -0.1390
H -1.99176 1.73438 0.37689 0.0559 -0.1529 -0.0090
H -0.09902 1.31945 -1.09549 -0.0405 -0.1369 0.0758
H 0.40086 0.67909 0.48537 -0.0856 -0.0173 -0.1248
H -0.66496 -0.93659 -1.93480 0.0214 -0.0181 0.0887
C 2.79125 -0.69935 1.13580 0.5290 0.7957 0.4081
N 3.36784 0.19081 1.59181 -0.5361 -0.8913 -0.4225
H 2.20181 -1.48004 0.68250 0.0909 0.1466 0.0928